Record 1
Entry from the OMol25 dataset: C6H10O2 in the gas phase at a distorted geometry (the ωB97M-V functional and the def2-TZVPD basis).

Structure (XYZ):
```
18
Properties=species:S:1:pos:R:3:forces:R:3
C -0.375467 -0.623635 3.018809 -0.64 -0.19 0.51
C -0.690984 -0.595174 1.734080 0.43 -0.18 -0.52
C -2.066728 -0.847762 1.194553 -0.40 0.37 1.28
C 0.386576 -0.362381 0.705830 0.80 0.33 -0.37
C 0.074929 0.712924 -0.340587 0.68 0.88 0.21
C 0.668950 0.508587 -1.701380 1.24 0.06 -0.45
O 0.541622 -0.426641 -2.436146 -0.59 -0.21 0.06
O 1.520587 1.537319 -2.030151 -0.65 0.58 0.82
H -1.094710 -0.833707 3.805873 -0.17 0.01 -0.25
H 0.616984 -0.480011 3.386906 0.61 0.20 -0.10
H -2.094483 -1.741150 0.581617 -0.07 0.13 -0.48
H -2.761059 -0.989384 2.023314 0.07 -0.33 0.15
H -2.477675 0.049076 0.733546 0.15 -0.20 -0.67
H 0.714710 -1.257612 0.174399 -0.61 -0.38 0.02
H 1.313806 -0.045073 1.190358 -0.14 0.01 0.26
H 0.408056 1.696552 -0.010902 0.31 -0.10 0.23
H -0.956846 0.914008 -0.498969 -1.19 -0.45 -0.20
H 1.526832 1.718250 -2.970390 0.18 -0.53 -0.49
```
Forces are in eV/Å.

Calculated values
SMILES string   C=C(C)CCC(=O)O
HOMO   -9.619 eV
E_tot   -10478.718 eV
Energy relative to the best compared isomer or geometry (same formula, charge and spin)   43.6 kJ/mol
Total charge   0



Record 2
Entry from the OMol25 dataset: a molecular structure, C25H19AlOPS4 at a distorted geometry (the ωB97M-V functional and the def2-TZVPD basis).

Structure (XYZ):
```
51
Properties=species:S:1:pos:R:3:forces:R:3
Al -0.549763 3.371406 -0.016181 0.06 0.00 -0.01
O 0.912036 2.620378 -0.592770 0.07 0.46 -0.20
C 1.452191 1.414069 -0.713697 -0.15 -0.65 0.76
C 2.808781 1.038329 -0.262344 -0.29 0.30 -0.41
C 4.033048 1.659783 -0.076490 0.21 -0.06 0.12
C 5.137750 0.824567 0.176208 -0.11 0.02 -0.01
C 5.029705 -0.551520 0.292288 -0.02 0.05 0.00
C 3.762164 -1.169799 0.163662 0.05 0.02 -0.04
C 2.710539 -0.365438 -0.148864 -0.02 -0.24 0.19
P 0.905922 -0.249790 -0.220935 0.40 0.17 -0.58
C 0.392334 -1.065616 1.342576 -0.06 0.18 0.10
C 0.243337 -2.444038 1.483189 0.03 -0.08 0.02
C -0.068293 -2.992583 2.719781 0.01 0.04 -0.03
C -0.224099 -2.170322 3.828915 0.02 0.02 -0.04
C -0.064265 -0.798027 3.698256 -0.02 -0.02 -0.02
C 0.236459 -0.249021 2.459579 -0.06 -0.02 -0.01
C 0.111787 -1.182259 -1.552736 -0.17 -0.09 0.11
C -1.053255 -1.923815 -1.381463 -0.06 0.03 0.02
C -1.629927 -2.581769 -2.460009 0.07 0.03 0.00
C -1.042405 -2.500917 -3.714639 0.00 0.01 0.02
C 0.118013 -1.757120 -3.893828 0.00 0.02 0.04
C 0.691842 -1.096984 -2.817655 0.02 -0.02 0.00
H 4.135505 2.736505 -0.109527 0.00 -0.01 0.00
H 6.114433 1.279723 0.301562 0.00 0.00 0.00
H 5.907656 -1.148838 0.501864 0.00 0.00 -0.01
H 3.643453 -2.236675 0.318369 0.01 0.01 -0.01
H 0.377084 -3.096541 0.627687 0.00 0.02 0.03
H -0.186893 -4.064868 2.817812 0.01 0.00 0.00
H -0.468401 -2.599962 4.792530 0.00 0.00 0.00
H -0.183092 -0.150236 4.557514 0.00 0.00 -0.01
H 0.347494 0.823578 2.355690 0.00 0.05 0.00
H -1.528032 -1.968010 -0.408512 -0.01 0.03 -0.06
H -2.542380 -3.147510 -2.319788 -0.01 0.01 0.00
H -1.493785 -3.011307 -4.556810 0.01 0.00 0.00
H 0.573577 -1.686530 -4.873395 0.00 0.00 0.00
H 1.587468 -0.499633 -2.942418 -0.01 0.01 0.00
S -0.277172 4.183343 2.131656 -0.09 0.05 0.01
S -1.238577 6.021188 1.849696 0.07 -0.05 0.03
S -2.453653 5.683527 0.235722 0.11 -0.07 -0.06
S -1.081010 5.205790 -1.256024 -0.04 0.05 0.06
C -4.034112 0.080836 -0.308003 0.05 0.04 -0.01
C -3.391024 0.562420 -1.442051 0.03 0.07 0.02
C -2.389746 1.520292 -1.317474 -0.09 -0.10 0.07
C -2.003163 2.040059 -0.070912 -0.05 -0.22 -0.20
C -2.676606 1.538581 1.045245 -0.05 0.00 0.10
C -3.672533 0.572624 0.938875 0.03 -0.02 -0.01
H -4.812944 -0.667834 -0.395524 -0.01 -0.01 -0.01
H -3.666753 0.188745 -2.422425 0.02 0.00 0.01
H -1.904694 1.876693 -2.221913 0.03 0.01 0.01
H -2.428359 1.930302 2.027286 0.02 -0.03 0.01
H -4.167621 0.204246 1.830406 -0.01 0.01 0.01
```
Forces are in eV/Å.

Calculated values
HOMO   -3.234 eV
E_tot   -87512.000 eV
Total charge   -1



Record 3
Entry from the OMol25 dataset: C3H3ClO2S in the gas phase at a distorted geometry (the ωB97M-V functional and the def2-TZVPD basis).

Structure (XYZ):
```
10
Properties=species:S:1:pos:R:3:forces:R:3
C 1.247324 0.230699 -0.436142 -0.14 -0.21 -0.49
C 0.172352 -0.190547 -1.027485 0.30 0.08 -0.01
C -0.987997 -0.512983 -1.480916 -0.85 0.17 -0.62
O 0.107024 1.249645 2.926412 0.08 0.30 0.46
O 1.225617 0.642844 0.877213 -0.10 0.24 0.88
S -0.241313 0.818854 1.615767 0.45 -0.57 -0.54
Cl -0.712418 -1.243083 1.802175 0.05 0.20 0.08
H 2.219116 0.269543 -0.905708 0.06 0.11 0.22
H -1.391697 -1.509087 -1.462450 0.08 -0.36 0.12
H -1.638007 0.244115 -1.908866 0.07 0.02 -0.09
```
Forces are in eV/Å.

Calculated values
HOMO   -9.835 eV
E_tot   -30609.525 eV
Energy relative to the best compared isomer or geometry (same formula, charge and spin)   207.7 kJ/mol
Total charge   0